[1]
Here is a 3-piece molecular cluster, C16H37FN2O5S overall in a non-equilibrium geometry from the Open Molecules 2025 dataset. Energies are from ωB97M-V with the def2-TZVPD basis set.

Results
SMILES = C[C@H](F)[C@@]1(O)COS(=O)(=O)O1.CCN(CC)CC.CCN(CC)CC
HOMO level = -7.66 eV
Relative energy (zero: lowest compared OMol25 entry of this formula, charge and spin) = 271.5 kJ/mol

Structure (ORCA input):
```
! RIJCOSX wB97M-V def2-TZVPD def2/J DEFGRID3
* xyz 0 1
C 0.8602 0.7099 -2.5045
C 0.3695 2.1699 -1.9152
F 0.8534 2.4003 -0.5024
C -1.2786 2.2948 -1.8312
O -1.7934 3.5460 -1.2536
C -1.8603 2.1716 -3.3608
O -3.0805 1.3234 -3.1549
S -3.1378 0.4815 -1.6731
O -3.3075 -1.0670 -1.8063
O -4.2021 0.8401 -0.6087
O -1.6843 1.1041 -1.0299
H 0.7050 0.5873 -3.6700
H 2.0216 0.6430 -2.2841
H 0.3502 -0.2153 -1.9954
H 0.8091 3.0406 -2.6002
H -2.1143 4.1733 -1.9774
H -1.1486 1.7670 -4.2190
H -2.3185 3.1254 -3.8813
C -6.2064 0.6456 5.6959
C -5.4871 0.8904 4.3717
N -4.3400 1.7978 4.4703
C -3.8277 2.2226 3.1624
C -3.2268 1.1520 2.2571
C -3.3144 1.4415 5.4513
C -2.6349 0.0842 5.2994
H -6.5399 1.5867 6.1458
H -7.0908 0.0221 5.5270
H -5.5719 0.1192 6.4152
H -6.2258 1.3273 3.6874
H -5.2008 -0.0789 3.9453
H -3.0874 3.0200 3.3043
H -4.6507 2.7027 2.6159
H -2.2289 0.8564 2.5895
H -3.1163 1.5488 1.2424
H -3.8531 0.2585 2.1902
H -3.7621 1.4877 6.4515
H -2.5415 2.2207 5.4727
H -3.3398 -0.7169 5.0641
H -2.1381 -0.1843 6.2401
H -1.8612 0.1039 4.5305
C 2.9049 -2.7231 -1.2128
C 3.6242 -2.4784 -2.5370
N 4.7713 -1.5709 -2.4385
C 5.2836 -1.1461 -3.7463
C 5.8845 -2.2167 -4.6516
C 5.7968 -1.9272 -1.4574
C 6.4763 -3.2846 -1.6093
H 2.5714 -1.7820 -0.7629
H 2.0205 -3.3467 -1.3817
H 3.5394 -3.2495 -0.4936
H 2.8854 -2.0414 -3.2213
H 3.9105 -3.4476 -2.9634
H 6.0239 -0.3488 -3.6044
H 4.4606 -0.6660 -4.2928
H 6.8824 -2.5123 -4.3192
H 5.9949 -1.8199 -5.6664
H 5.2582 -3.1102 -4.7185
H 5.3492 -1.8810 -0.4572
H 6.5698 -1.1481 -1.4361
H 5.7715 -4.0857 -1.8447
H 6.9732 -3.5530 -0.6686
H 7.2500 -3.2648 -2.3783
*
```

[2]
Here is a 3-piece molecular cluster, C16H37NO3PS overall from the Open Molecules 2025 dataset. Energies are from ωB97M-V with the def2-TZVPD basis set.

Results
HOMO level = -13.29 eV

Structure (ORCA input):
```
! RIJCOSX wB97M-V def2-TZVPD def2/J DEFGRID3
* xyz 1 1
O 4.8097 0.4849 3.5258
P 4.1736 -0.3077 2.4942
O 4.0827 -1.8642 2.6249
O 4.6103 -0.2021 0.9991
N 2.4598 0.1909 2.4625
C 2.1021 1.4264 2.4967
C 0.6273 1.6068 2.6565
S 0.2331 2.9632 3.7802
C 0.2665 0.2057 3.1980
C 1.2323 -0.6792 2.4404
H 3.9750 -2.1783 3.5315
H 4.2143 0.4489 0.4122
H 2.8333 2.2301 2.4908
H 0.1559 1.8444 1.6975
H 1.1301 2.6317 4.7214
H 0.5615 0.2190 4.2509
H -0.7786 -0.0782 3.1344
H 0.9546 -0.7494 1.3890
H 1.4040 -1.6834 2.8132
C -0.0709 -1.5453 -1.2382
C 1.2247 -0.7846 -1.5136
C 1.5314 -0.6022 -2.9989
C 1.7264 -1.9099 -3.7680
C 2.8241 -2.8190 -3.2158
C 4.2097 -2.1823 -3.2289
H -0.0369 -2.5570 -1.6404
H -0.2706 -1.6263 -0.1656
H -0.9182 -1.0298 -1.6938
H 2.0642 -1.2960 -1.0266
H 1.1583 0.2148 -1.0593
H 2.4232 0.0214 -3.1046
H 0.7156 -0.0390 -3.4615
H 1.9577 -1.6622 -4.8074
H 0.7846 -2.4636 -3.7969
H 2.8441 -3.7338 -3.8113
H 2.5750 -3.1335 -2.1971
H 4.4918 -1.8847 -4.2405
H 4.9665 -2.8771 -2.8644
H 4.2546 -1.2910 -2.5983
C -4.6134 1.1163 -2.2334
C -5.1813 1.2137 -0.8216
C -4.5400 2.3158 0.0209
C -3.0359 2.1512 0.2465
C -2.6360 0.8306 0.9010
C -3.2204 0.6475 2.3017
H -3.5500 0.8665 -2.2285
H -5.1246 0.3455 -2.8103
H -4.7295 2.0623 -2.7662
H -5.0788 0.2477 -0.3183
H -6.2545 1.4068 -0.8782
H -5.0516 2.3747 0.9849
H -4.7096 3.2805 -0.4656
H -2.6852 2.9817 0.8707
H -2.5107 2.2480 -0.7080
H -1.5412 0.7890 0.9535
H -2.9276 -0.0075 0.2626
H -2.9092 1.4765 2.9447
H -2.8943 -0.2875 2.7636
H -4.3093 0.6324 2.2919
*
```

[3]
Here is C16H38B3FO10 as an isolated structure in a non-equilibrium geometry from the Open Molecules 2025 dataset. Energies are from ωB97M-V with the def2-TZVPD basis set.

Results
HOMO level = -8.98 eV

Structure (ORCA input):
```
! RIJCOSX wB97M-V def2-TZVPD def2/J DEFGRID3
* xyz 0 1
C 5.1381 1.8823 2.9394
C 5.4016 2.9096 1.8546
O 4.2120 3.5135 1.3809
C 3.9705 4.8437 1.8052
C 2.7757 4.8627 2.7482
B 1.5413 4.1670 2.0951
O 0.5011 3.6540 2.8803
B 0.4383 2.2902 2.6492
O 0.4844 1.8142 1.3522
B 1.2571 2.5831 0.5035
F 1.8585 2.0283 -0.5409
O 1.4298 3.9313 0.7322
H 4.6696 0.9954 2.5277
H 6.1017 1.5842 3.3495
H 4.5392 2.2883 3.7490
H 5.8330 2.3738 1.0097
H 6.1492 3.6346 2.1706
H 4.8431 5.3208 2.2446
H 3.6984 5.4179 0.9196
H 3.0337 4.2803 3.6353
H 2.5586 5.8768 3.0799
H 0.4073 1.5661 3.5907
C -0.4335 -1.6568 -0.9992
O 0.8777 -2.0258 -1.3661
C 1.8519 -1.3462 -0.5908
C 3.1426 -2.1301 -0.5307
O 3.1163 -3.2277 0.3718
C 2.4018 -4.3863 -0.0308
C 3.1063 -5.2122 -1.0834
O 2.9471 -4.6392 -2.3706
C 3.9817 -5.0021 -3.2547
H -0.6111 -0.5921 -1.1871
H -1.1285 -2.2395 -1.5999
H -0.6178 -1.8767 0.0594
H 1.4815 -1.1858 0.4291
H 2.0437 -0.3725 -1.0556
H 3.9116 -1.4617 -0.1355
H 3.4599 -2.4423 -1.5273
H 1.3854 -4.1388 -0.3417
H 2.3318 -4.9989 0.8711
H 2.6692 -6.2205 -1.0984
H 4.1698 -5.2909 -0.8284
H 4.9560 -4.6725 -2.8746
H 3.7933 -4.5055 -4.2045
H 4.0030 -6.0860 -3.4184
C -7.7806 -0.3018 -2.8712
O -6.9629 -0.3983 -1.7279
C -6.1303 -1.5452 -1.7499
C -4.8997 -1.3389 -0.8963
O -3.8977 -0.5377 -1.5053
C -4.1313 0.8619 -1.5715
C -3.9827 1.5754 -0.2467
O -5.1356 1.3987 0.5599
C -4.8569 1.5359 1.9343
H -8.4769 -1.1461 -2.9340
H -8.3512 0.6214 -2.7916
H -7.1756 -0.2610 -3.7846
H -5.8195 -1.7719 -2.7765
H -6.7009 -2.3970 -1.3544
H -4.4308 -2.3162 -0.7592
H -5.1649 -0.9613 0.0927
H -5.0946 1.0832 -2.0337
H -3.3525 1.2432 -2.2360
H -3.8533 2.6507 -0.4326
H -3.0927 1.1954 0.2695
H -4.1185 0.7937 2.2605
H -5.7842 1.3656 2.4777
H -4.4885 2.5420 2.1665
*
```

[4]
Here is C16H38BN6OPPbS2Si as an isolated structure in a non-equilibrium geometry from the Open Molecules 2025 dataset. Energies are from ωB97M-V with the def2-TZVPD basis set.

Results
HOMO level = -7.28 eV
Relative energy (zero: lowest compared OMol25 entry of this formula, charge and spin) = 0.0 kJ/mol

Structure (ORCA input):
```
! RIJCOSX wB97M-V def2-TZVPD def2/J DEFGRID3
* xyz 0 1
Pb -0.0562 -0.1182 -0.1796
C 3.3231 2.0986 -1.1755
N 2.6340 2.3457 0.0632
C 2.3765 3.6169 0.5387
C 1.8879 3.4261 1.7905
N 1.8356 2.0673 2.0713
B 1.4561 1.6746 3.5886
N 1.2967 0.1458 3.6781
C 2.2765 -0.7359 4.1177
C 1.8895 -2.0050 3.8297
N 0.6284 -1.8909 3.2517
C -0.2092 -3.0212 2.9607
C 0.2895 -0.5839 3.1709
S -1.1212 0.0708 2.5020
C 2.4076 1.4202 1.0443
S 2.6306 -0.2652 0.7857
H 3.2306 2.9421 -1.8502
H 2.9665 1.1873 -1.6410
H 4.4050 1.9157 -1.0017
H 2.5274 4.4707 -0.0430
H 1.5817 4.1810 2.4942
H 2.3868 1.9667 4.3266
H 0.4076 2.2199 3.8582
H 3.2283 -0.3442 4.5531
H 2.3292 -2.9491 4.0696
H 0.3560 -3.7629 2.4797
H -1.0240 -2.6487 2.3667
H -0.5472 -3.4302 3.8927
N -1.0768 3.0215 0.1229
C -1.4326 4.1239 -0.7433
C -0.4604 4.1794 -1.9399
N -0.6437 3.1022 -2.8932
H -1.7348 2.9354 0.9068
H -0.1543 3.1951 0.5484
H -1.4295 5.1101 -0.2494
H -2.4682 3.9863 -1.0677
H 0.5650 4.1532 -1.5898
H -0.6091 5.1488 -2.4852
H -1.5352 3.2198 -3.3435
H -0.6760 2.1757 -2.4087
C -3.8287 -1.6935 -0.2577
P -2.8981 -0.3644 -1.1148
C -4.2206 0.8862 -1.2666
C -2.9517 -1.0058 -2.8020
H -4.7495 -1.9259 -0.8066
H -4.0098 -1.5214 0.7874
H -3.1812 -2.5735 -0.2863
H -5.1272 0.3934 -1.6060
H -3.9761 1.7349 -1.8857
H -4.4685 1.2906 -0.2729
H -3.9136 -1.4654 -3.1176
H -2.1180 -1.6646 -3.0236
H -2.7376 -0.1538 -3.4545
C 1.3834 -2.4546 -2.8646
Si 0.6803 -3.2820 -1.3047
C -0.1012 -4.8931 -1.8036
C 2.0837 -3.6606 -0.0388
O -0.4056 -2.2215 -0.6699
H 2.2164 -2.9616 -3.3553
H 1.6308 -1.3965 -2.6790
H 0.5342 -2.4244 -3.5604
H 0.6069 -5.5232 -2.3824
H -1.0003 -4.7077 -2.3465
H -0.3429 -5.4725 -0.9014
H 2.5184 -4.6624 -0.2276
H 1.7581 -3.6489 1.0199
H 2.8807 -2.9734 -0.1791
*
```